{"formula": "C40H60AsCaF9O29", "method": "ωB97M-V with the def2-TZVPD basis set", "species": ["Ca", "As", "F", "F", "F", "F", "F", "F", "C", "O", "O", "C", "F", "F", "F", "C", "C", "H", "H", "H", "H", "H", "H", "C", "C", "C", "O", "C", "O", "O", "H", "H", "H", "H", "H", "H", "C", "C", "C", "O", "C", "O", "O", "H", "H", "H", "H", "H", "H", "C", "C", "C", "O", "C", "O", "O", "H", "H", "H", "H", "H", "H", "C", "C", "C", "O", "C", "O", "O", "H", "H", "H", "H", "H", "H", "C", "C", "C", "O", "C", "O", "O", "H", "H", "H", "H", "H", "H", "C", "C", "C", "O", "C", "O", "O", "H", "H", "H", "H", "H", "H", "C", "C", "C", "O", "C", "O", "O", "H", "H", "H", "H", "H", "H", "C", "C", "C", "O", "C", "O", "O", "H", "H", "H", "H", "H", "H", "C", "C", "C", "O", "C", "O", "O", "H", "H", "H", "H", "H", "H"], "coordinates": [[-3.389, -0.062, -1.421], [-2.144, -2.685, -4.167], [-3.409, -3.710, -3.553], [-2.423, -1.615, -2.710], [-0.821, -1.640, -4.654], [-1.919, -3.705, -5.540], [-3.260, -1.672, -4.999], [-0.993, -3.614, -3.253], [-0.605, 0.921, -0.802], [-1.142, -0.358, -0.367], [-1.685, 1.513, -1.374], [0.124, 1.494, 0.448], [1.362, 1.020, 0.542], [0.283, 2.825, 0.269], [-0.559, 1.349, 1.588], [-0.187, -1.354, -0.024], [-0.916, -2.699, 0.078], [-1.515, -2.809, 0.988], [-1.595, -2.883, -0.753], [-0.165, -3.490, 0.137], [0.160, -1.256, 1.010], [0.623, -1.505, -0.737], [0.196, 0.715, -1.526], [3.243, -3.751, -4.059], [3.459, -2.266, -3.777], [2.247, -1.436, -3.301], [2.819, -0.697, -2.209], [4.097, -1.038, -2.002], [4.813, -0.522, -1.196], [4.482, -2.014, -2.833], [2.269, -3.868, -4.533], [3.333, -4.361, -3.161], [4.006, -4.067, -4.770], [3.762, -1.771, -4.709], [1.399, -2.096, -3.102], [1.966, -0.630, -3.976], [2.771, 5.984, -1.034], [3.650, 4.755, -1.034], [2.895, 3.416, -1.202], [3.597, 2.811, -2.283], [4.328, 3.741, -2.933], [4.944, 3.580, -3.944], [4.525, 4.824, -2.155], [2.079, 6.068, -1.876], [3.340, 6.910, -1.121], [2.152, 5.987, -0.135], [4.232, 4.676, -0.116], [1.842, 3.615, -1.417], [2.899, 2.914, -0.238], [-3.034, 4.803, -4.435], [-1.926, 5.524, -3.676], [-0.873, 4.647, -3.038], [0.372, 5.265, -3.369], [0.173, 6.199, -4.315], [1.016, 6.842, -4.825], [-1.172, 6.288, -4.620], [-2.691, 4.018, -5.107], [-3.589, 5.521, -5.040], [-3.775, 4.443, -3.716], [-2.406, 6.192, -2.955], [-0.940, 3.601, -3.337], [-0.845, 4.706, -1.949], [-2.232, -5.371, 5.249], [-0.892, -4.681, 5.043], [-0.845, -3.705, 3.865], [-0.285, -2.505, 4.432], [-0.322, -2.591, 5.754], [-0.109, -1.672, 6.493], [-0.711, -3.819, 6.156], [-2.598, -6.063, 4.495], [-2.965, -4.565, 5.332], [-2.250, -5.933, 6.182], [-0.069, -5.393, 4.928], [-1.813, -3.537, 3.383], [-0.178, -3.967, 3.043], [-3.721, -5.597, 2.205], [-4.673, -5.026, 1.191], [-5.888, -4.238, 1.775], [-5.781, -2.921, 1.258], [-4.648, -2.824, 0.536], [-4.213, -1.834, 0.009], [-3.959, -3.928, 0.610], [-4.028, -6.541, 2.654], [-3.558, -4.893, 3.022], [-2.713, -5.737, 1.808], [-4.970, -5.696, 0.386], [-5.720, -4.178, 2.854], [-6.788, -4.836, 1.651], [2.156, -3.155, 0.568], [2.335, -2.116, 1.650], [3.194, -0.903, 1.295], [2.569, 0.123, 2.076], [1.278, -0.232, 2.299], [0.458, 0.501, 2.743], [1.069, -1.480, 1.850], [3.085, -3.729, 0.527], [1.906, -2.779, -0.424], [1.357, -3.855, 0.821], [2.743, -2.518, 2.583], [3.040, -0.658, 0.238], [4.262, -0.982, 1.465], [1.036, 3.085, 5.468], [1.119, 3.102, 3.954], [0.163, 4.159, 3.349], [0.975, 4.908, 2.485], [2.260, 4.580, 2.640], [3.177, 5.102, 2.087], [2.388, 3.591, 3.543], [1.641, 2.295, 5.911], [0.023, 2.967, 5.865], [1.326, 4.038, 5.918], [0.967, 2.091, 3.575], [-0.281, 4.769, 4.138], [-0.642, 3.620, 2.846], [-1.462, -0.575, 5.889], [-2.579, -0.609, 4.876], [-2.188, -1.239, 3.521], [-3.075, -2.367, 3.402], [-3.749, -2.564, 4.537], [-4.359, -3.559, 4.788], [-3.583, -1.515, 5.362], [-0.576, -0.185, 5.371], [-1.133, -1.558, 6.231], [-1.633, 0.059, 6.756], [-2.960, 0.407, 4.753], [-1.239, -1.770, 3.618], [-2.303, -0.494, 2.741], [0.200, 1.539, -5.117], [1.475, 2.346, -4.879], [2.748, 1.624, -5.346], [3.396, 2.481, -6.258], [2.569, 3.474, -6.591], [2.743, 4.235, -7.492], [1.425, 3.408, -5.876], [-0.742, 2.076, -5.048], [0.204, 0.750, -4.355], [0.215, 1.001, -6.065], [1.577, 2.813, -3.901], [2.453, 0.711, -5.869], [3.423, 1.443, -4.510]], "forces_ev_per_a": [[2.067, -0.155, 0.429], [0.825, -0.968, -0.732], [0.115, 0.542, -0.076], [-0.056, 0.084, -0.070], [-0.614, -0.179, 0.378], [-0.120, 0.357, 0.275], [-0.141, 0.044, 0.185], [-0.188, 0.382, 0.177], [-1.524, -1.412, -0.624], [-0.136, 0.016, -0.732], [0.105, 0.313, 0.860], [-1.988, 2.341, -1.649], [-0.646, 0.439, -1.436], [-0.029, 0.345, 0.159], [-3.836, 3.403, -5.219], [-2.856, -1.394, -0.619], [-0.195, -0.146, -0.116], [-0.024, 0.364, 0.100], [0.195, -0.150, -0.169], [-0.576, 0.041, -0.392], [-2.223, 0.874, -3.683], [-0.094, 0.860, -0.355], [0.227, 0.054, -0.104], [0.298, 0.695, -0.015], [-0.538, 0.326, -1.747], [0.838, 0.031, -0.153], [-0.859, -0.210, 0.786], [0.828, 0.270, 0.099], [-0.258, -0.196, -0.046], [0.005, -0.180, 0.350], [-0.034, -0.171, 0.097], [-0.214, 0.048, 0.064], [-0.026, -0.191, 0.069], [0.274, -0.328, 0.007], [-0.115, 0.421, 0.729], [-0.243, -0.580, -0.436], [-0.565, 0.388, 0.053], [-0.540, 0.417, 0.365], [-0.047, 1.689, 0.378], [-0.928, -0.641, -0.187], [2.406, 0.423, 0.473], [-1.002, -0.447, -0.031], [-0.614, -0.444, -0.352], [0.155, -0.644, -0.163], [0.284, -0.138, 0.500], [0.206, 0.185, 0.108], [0.227, 0.376, -0.139], [0.072, -0.227, -0.576], [0.494, -0.829, -0.411], [-0.384, 0.405, 0.305], [-0.671, -0.108, -0.894], [0.402, 0.015, 1.451], [-0.062, -0.332, -0.532], [-0.972, -0.102, -0.489], [0.413, 0.380, -0.158], [0.857, 0.135, 0.435], [0.172, -0.099, 0.200], [0.190, 0.123, -0.037], [0.164, -0.386, -0.040], [0.260, 0.154, -0.004], [0.305, 0.056, -0.190], [-0.651, -0.379, -0.004], [-0.130, 0.244, 0.587], [-0.484, -0.907, -1.122], [0.721, -1.318, -1.082], [1.522, -1.290, 1.696], [5.535, -5.276, -0.184], [12.827, -7.293, 4.143], [0.028, 1.056, 0.478], [0.549, 0.083, -0.340], [0.256, -0.793, 0.211], [0.277, 0.087, 0.101], [0.109, 0.143, 0.588], [0.664, -0.092, 0.573], [0.245, -0.366, 0.283], [0.499, -0.246, 0.634], [-0.293, 1.083, 0.331], [1.231, -1.862, 1.728], [-0.356, 0.420, -1.345], [-0.100, -0.843, 1.605], [-0.473, 1.305, -0.658], [0.927, -0.238, -1.352], [-0.254, -0.012, -0.167], [-0.515, 0.038, -0.133], [-0.218, -0.219, -0.519], [0.156, -0.110, 0.028], [-0.169, 0.237, -0.045], [-0.506, 0.957, -0.697], [0.767, -0.861, 0.397], [0.899, 0.152, -0.801], [-0.722, -0.085, -0.889], [0.701, -0.877, 1.567], [2.134, 0.565, 1.553], [3.736, -4.814, 5.091], [3.679, -1.237, 5.986], [-0.044, -0.003, -0.236], [0.360, 0.229, 0.199], [0.426, -0.008, 0.282], [-0.584, -0.328, 0.085], [0.124, 0.069, 0.255], [-0.102, 0.069, 0.373], [-0.043, 0.183, 0.737], [-0.720, 0.537, 0.911], [-0.388, -1.513, 0.803], [-0.509, 0.583, -0.656], [0.608, -0.269, 0.488], [-0.154, -0.007, -0.125], [0.645, -0.100, -0.246], [0.084, 0.020, -0.082], [-0.143, -0.366, -0.509], [0.384, 0.047, -0.301], [0.147, 0.621, -0.096], [0.174, 0.324, -0.155], [0.051, 0.455, -0.459], [-5.939, 5.813, -3.494], [0.340, 0.899, 0.009], [-0.435, 0.723, 0.414], [-1.795, 0.556, -0.909], [0.071, 1.827, 0.648], [-1.012, 0.239, -0.222], [-0.926, -0.759, -0.058], [-0.631, 0.388, -0.159], [-9.157, 4.070, 0.187], [-0.419, 0.139, -0.071], [-0.839, -0.271, -0.272], [-1.103, 2.696, -1.472], [-0.054, -0.468, -0.475], [0.629, -0.880, 1.082], [-0.518, 0.709, -2.125], [-0.081, -0.540, 0.888], [0.177, -0.089, 0.120], [-0.684, 0.253, -1.059], [0.182, 0.050, 0.419], [0.066, 0.431, 0.603], [0.194, 0.311, 0.125], [-0.390, -0.015, 0.033], [0.182, 0.280, -0.166], [-0.168, -0.151, 0.072], [0.281, -0.126, 0.048], [0.057, -0.220, -0.128]], "mulliken_charge": [1.24, 2.16, -0.51, -0.58, -0.42, -0.50, -0.51, -0.44, 1.82, 0.69, -1.37, 0.33, -0.54, -0.18, -0.49, 0.46, -0.47, -0.85, 0.22, 0.22, -0.04, -1.04, -0.51, -1.53, 0.45, 0.90, 0.33, 0.35, -0.57, -0.44, 0.36, 0.36, 0.40, 0.39, -0.23, -0.65, -1.08, 0.52, 1.13, -0.07, 0.37, -0.57, -0.41, 0.03, 0.46, 0.20, 0.38, -0.44, -0.41, -1.47, 0.67, 0.56, -0.13, 0.43, -0.52, -0.42, 0.33, 0.39, 0.33, 0.24, -0.42, -0.01, -1.46, 0.35, 0.79, 0.21, 0.36, -0.27, -0.33, 0.26, 0.44, 0.44, 0.39, -1.19, 0.78, -1.36, 0.11, -0.48, -0.38, 0.45, -0.45, -0.24, 0.61, 0.22, 0.37, 0.45, 0.20, 0.40, -1.60, 0.08, 0.52, -0.48, 0.44, -0.29, 0.70, 0.60, 0.36, 0.44, 0.37, -0.74, 0.65, -1.89, 2.07, -0.32, -0.33, 0.60, -0.56, -0.44, 0.33, 0.37, 0.48, -0.64, 0.38, 0.20, -1.90, 0.20, 1.18, -0.06, 0.09, -0.56, -0.42, 0.29, 0.12, 0.59, 0.50, -1.35, 0.49, -1.07, 2.36, -0.16, -0.39, 0.46, -0.58, -0.51, -0.08, 0.12, 0.44, -1.06, 0.39, 0.11], "spin_multiplicity": 1, "energy_ha": -7554.187233, "lumo_ev": -1.7, "orbital_gap_ev": 6.76, "fmax_ha_per_bohr": 0.298, "e_homo_ev": -8.441, "charge": 0}